Here is an isolated molecule of C3H6N2OS in a non-equilibrium geometry from OMol25. Energies are from ωB97M-V with the def2-TZVPD basis set.

XYZ file:
```
13
C3H6N2OS, DFT ωB97M-V with the def2-TZVPD basis set
H -1.17763 -1.35397 -2.46989
N -1.19918 -0.51828 -1.81292
C -0.29976 -0.46300 -0.98251
N -0.37239 0.49040 0.01099
C 0.39114 0.70479 1.10917
S -0.06133 1.97808 2.04163
O 0.89521 -1.16883 -0.80503
C 0.58936 -2.48012 -1.38274
H -1.28007 1.12119 0.13541
H 1.35913 0.19872 1.14690
H -0.33359 -3.04933 -1.18019
H 1.53221 -3.16054 -1.14522
H 0.63611 -2.42965 -2.56294
```

## Properties
Electronic energy ... -19069.5027 eV
Energy above the lowest of the compared OMol25 structures with the same formula, charge and spin ... 61.4 kcal per mole
E_HOMO ... -8.77 eV
Orbital gap ... 0.329 Ha
Total charge ... 0